No. 1
{
  "formula": "C4H9O2S",
  "method": "ωB97M-V/def2-TZVPD",
  "species": ["C", "C", "S", "H", "H", "H", "H", "H", "H", "C", "C", "O", "O", "H", "H", "H"],
  "coordinates": [[-2.5200, -0.5362, -0.4614], [-1.0280, -0.0266, 2.0376], [-2.3972, 0.5435, 1.0165], [-1.4455, -0.6776, -1.0527], [-2.9382, -1.5111, -0.2831], [-3.2495, 0.0662, -1.1115], [-0.3209, -0.8289, 1.4945], [-1.4321, -0.5702, 2.9802], [-0.3872, 0.8171, 2.1634], [2.5695, 0.6506, -1.5009], [1.7399, 0.0721, -0.3019], [2.3467, -0.7310, 0.3689], [0.6022, 0.3719, -0.1122], [2.6875, -0.0674, -2.4022], [3.5168, 0.8037, -1.1792], [2.2561, 1.6240, -1.6560]],
  "mulliken_charge": [-0.642, -0.632, -0.126, 0.172, 0.284, 0.214, 0.195, 0.280, 0.232, -1.127, 0.595, -0.735, -0.640, 0.180, 0.398, 0.350],
  "e_homo_ev": -3.88,
  "energy_ev": -19224.1540,
  "relative_energy_kj_mol": 192.5,
  "total_charge": -1,
  "gap_ev": 7.3013
}

---

No. 2
{
  "formula": "C31H45O3Ru",
  "method": "ωB97M-V/def2-TZVPD",
  "species": ["O", "C", "C", "H", "H", "C", "H", "H", "C", "H", "H", "H", "C", "H", "H", "H", "Ru", "C", "C", "C", "H", "C", "C", "H", "H", "H", "H", "C", "C", "C", "H", "C", "C", "H", "H", "H", "H", "O", "C", "C", "H", "H", "C", "H", "H", "C", "H", "H", "H", "H", "C", "C", "C", "C", "C", "C", "C", "C", "C", "C", "C", "C", "O", "H", "H", "H", "H", "H", "H", "H", "H", "H", "H", "H", "H", "H", "H", "H", "H", "H"],
  "coordinates": [[0.1566, -0.5005, -6.2380], [0.0162, 0.8708, -6.7529], [-0.0993, 0.4296, -8.2151], [0.8978, 1.4691, -6.4980], [-0.8878, 1.3554, -6.3578], [0.0283, -1.0211, -7.6132], [0.7284, 0.7549, -8.8565], [-1.0846, 0.6207, -8.6465], [1.3026, -1.7732, -7.9507], [2.1686, -1.1062, -7.8354], [1.3070, -2.1318, -8.9908], [1.3549, -2.6469, -7.2804], [-1.2133, -1.8990, -7.7875], [-2.1391, -1.3766, -7.5083], [-1.1042, -2.7991, -7.1629], [-1.3259, -2.2278, -8.8341], [-0.6893, -1.4572, 0.8798], [-2.6033, -1.3984, 1.8740], [-2.2232, -0.0152, 1.9864], [-1.9712, 0.5056, 0.6827], [-2.1375, 0.5219, 2.9243], [-2.2613, -0.5303, -0.2765], [-2.6811, -1.7152, 0.4590], [-3.0691, -2.6367, 0.0398], [-2.8481, -2.0795, 2.6880], [-1.6077, 1.5092, 0.4304], [-2.2367, -0.4219, -1.3565], [0.8290, -2.6026, 1.9842], [0.0353, -3.3678, 1.0359], [0.3809, -2.8965, -0.2917], [-0.6378, -4.1853, 1.2721], [1.3846, -1.8687, -0.1482], [1.6492, -1.6837, 1.2379], [2.3478, -0.9674, 1.6660], [0.7983, -2.7232, 3.0621], [0.0107, -3.3217, -1.2220], [1.8654, -1.3391, -0.9663], [0.9264, 0.3505, -2.1320], [-0.0111, -0.4901, -2.8874], [-0.7544, 0.4154, -3.8698], [-0.7343, -1.1138, -2.3006], [0.6208, -1.2369, -3.4022], [0.1620, 1.6437, -3.9176], [-1.7548, 0.7026, -3.5227], [-0.8724, -0.1124, -4.8057], [0.5354, 1.7127, -2.4398], [-0.2902, 2.5460, -4.3455], [1.0572, 1.3900, -4.5099], [-0.3788, 2.0513, -1.8980], [1.3850, 2.3622, -2.1763], [1.6902, 2.5258, 2.1031], [1.7750, 3.1747, 3.4861], [0.9131, 4.4455, 3.5186], [1.4153, 2.2549, 4.6400], [1.7521, 2.6481, 5.9110], [1.3721, 1.9006, 7.0240], [0.6721, 0.7014, 6.8674], [0.3068, 0.2413, 5.6104], [-0.5193, -1.0449, 5.4224], [0.0810, -2.2981, 6.0571], [-1.9609, -0.9195, 5.9283], [0.6200, 1.0429, 4.4452], [0.1778, 0.7376, 3.2978], [0.6493, 2.2893, 1.8856], [2.2774, 1.6069, 2.0766], [2.0849, 3.2180, 1.3554], [2.8256, 3.4739, 3.6607], [-0.1265, 4.1630, 3.3387], [0.9756, 4.9535, 4.4840], [1.2212, 5.1355, 2.7289], [2.3081, 3.5807, 6.0391], [1.6253, 2.2685, 8.0161], [0.4088, 0.1147, 7.7622], [-0.5530, -1.1836, 4.3309], [0.0512, -2.2538, 7.1543], [-0.5244, -3.1624, 5.7504], [1.1101, -2.4685, 5.7218], [-2.4729, -0.0688, 5.4665], [-2.5009, -1.8362, 5.6740], [-1.9873, -0.8064, 7.0177]],
  "mulliken_spin": [0.000, 0.000, 0.000, 0.000, 0.000, 0.000, 0.000, 0.000, 0.000, 0.000, 0.000, 0.000, 0.000, 0.000, 0.000, 0.000, 2.399, -0.057, 0.305, -0.077, 0.039, 0.204, -0.105, 0.009, 0.002, 0.006, 0.017, 0.191, -0.144, -0.012, 0.004, 0.174, 0.004, 0.007, 0.026, 0.009, 0.025, 0.002, 0.021, -0.005, -0.013, -0.002, 0.001, 0.000, 0.000, 0.004, 0.000, 0.001, 0.000, 0.001, -0.017, 0.011, 0.027, 0.102, -0.075, 0.236, -0.064, 0.083, -0.041, 0.022, 0.019, 0.257, 0.343, 0.008, 0.005, 0.002, 0.010, -0.004, -0.001, 0.001, 0.006, 0.003, 0.009, 0.030, -0.001, 0.001, -0.004, -0.002, 0.001, -0.002],
  "e_homo_ev": [-9.10, -11.64],
  "energy_ev": -41589.2683,
  "total_charge": 1,
  "spin_multiplicity": 5,
  "gap_ev": [5.9641, 6.5315]
}

---

No. 3
{
  "formula": "C28H57B3ClIO24",
  "method": "ωB97M-V/def2-TZVPD",
  "species": ["C", "C", "C", "C", "B", "O", "B", "I", "O", "B", "C", "C", "C", "Cl", "O", "H", "H", "H", "H", "H", "H", "H", "H", "H", "H", "H", "H", "H", "H", "H", "C", "O", "C", "O", "O", "C", "H", "H", "H", "H", "H", "H", "C", "O", "C", "O", "O", "C", "H", "H", "H", "H", "H", "H", "C", "O", "C", "O", "O", "C", "H", "H", "H", "H", "H", "H", "C", "O", "C", "O", "O", "C", "H", "H", "H", "H", "H", "H", "C", "O", "C", "O", "O", "C", "H", "H", "H", "H", "H", "H", "C", "O", "C", "O", "O", "C", "H", "H", "H", "H", "H", "H", "C", "O", "C", "O", "O", "C", "H", "H", "H", "H", "H", "H"],
  "coordinates": [[-6.4485, -2.7956, 1.0096], [-5.2174, -2.2189, 1.7318], [-5.2927, -0.6824, 1.8613], [-3.9186, -2.6070, 1.0042], [-2.5908, -2.1645, 1.6820], [-2.5205, -1.9680, 3.0740], [-1.3161, -2.1674, 3.7006], [-1.2478, -2.5497, 5.7903], [-0.1456, -2.1555, 2.9773], [-0.2691, -2.5090, 1.6242], [0.7528, -3.5033, 0.9791], [1.1191, -4.6253, 1.9681], [2.4203, -4.3572, 2.7026], [1.2485, -6.1968, 1.0857], [-1.3947, -2.0159, 0.9932], [-6.1710, -3.6057, 0.3274], [-7.1794, -3.2000, 1.7155], [-6.9528, -2.0326, 0.4068], [-5.1822, -2.6363, 2.7443], [-4.9469, -0.3262, 2.8359], [-4.6812, -0.1932, 1.0934], [-6.3200, -0.3230, 1.7442], [-3.9397, -2.2334, -0.0301], [-3.8510, -3.7045, 0.9104], [1.6706, -2.9664, 0.6992], [0.3221, -3.9059, 0.0594], [0.3213, -4.7920, 2.6966], [2.6650, -5.1795, 3.3780], [3.2439, -4.2477, 1.9902], [2.3308, -3.4368, 3.2884], [-4.9667, 0.4973, -2.0883], [-5.8121, 0.8813, -3.1782], [-7.0036, 0.2839, -3.1725], [-7.3904, -0.5059, -2.3492], [-7.6958, 0.7129, -4.2264], [-9.0048, 0.1456, -4.3430], [-4.0443, 1.0541, -2.2206], [-5.4343, 0.7513, -1.1384], [-4.7683, -0.5732, -2.1172], [-9.6072, 0.3872, -3.4686], [-8.9590, -0.9356, -4.4582], [-9.4397, 0.5960, -5.2303], [5.9099, -0.5611, 0.2069], [5.6430, -1.0580, 1.5244], [4.4635, -0.6933, 2.0153], [3.6319, -0.0306, 1.4403], [4.3316, -1.1970, 3.2404], [3.0716, -0.9044, 3.8636], [6.8907, -0.9379, -0.0630], [5.1604, -0.9221, -0.4949], [5.9126, 0.5277, 0.2098], [2.2540, -1.3193, 3.2756], [2.9316, 0.1695, 3.9763], [3.1175, -1.3754, 4.8406], [1.0755, 0.5831, 6.9477], [2.4598, 0.3787, 7.2552], [3.0299, 1.4104, 7.8849], [2.4698, 2.4222, 8.2165], [4.3039, 1.1083, 8.1212], [5.0215, 2.1289, 8.8311], [0.7441, -0.3297, 6.4619], [0.5026, 0.7557, 7.8565], [0.9585, 1.4411, 6.2859], [4.5677, 2.3017, 9.8058], [5.0240, 3.0526, 8.2596], [6.0297, 1.7395, 8.9427], [-9.6841, 3.5122, -2.7089], [-11.1059, 3.5951, -2.5618], [-11.6946, 4.4472, -3.4008], [-11.1364, 5.1147, -4.2330], [-13.0054, 4.4333, -3.1632], [-13.7651, 5.3130, -4.0018], [-9.3569, 2.7862, -1.9698], [-9.4199, 3.1789, -3.7110], [-9.2179, 4.4765, -2.5147], [-13.6456, 5.0391, -5.0483], [-13.4443, 6.3436, -3.8617], [-14.7961, 5.1863, -3.6875], [7.7921, 0.1956, -5.7889], [7.0963, 0.0748, -4.5377], [6.0957, 0.9373, -4.3790], [5.7499, 1.7744, -5.1729], [5.5258, 0.7065, -3.1954], [4.4209, 1.5677, -2.8879], [8.5669, -0.5632, -5.7560], [7.1136, 0.0117, -6.6202], [8.2269, 1.1884, -5.8853], [3.6296, 1.4521, -3.6264], [4.7435, 2.6070, -2.8662], [4.0763, 1.2529, -1.9071], [8.1924, 4.0143, 5.4284], [6.7698, 3.9507, 5.2638], [6.3763, 3.4918, 4.0737], [7.1084, 3.1550, 3.1797], [5.0459, 3.4804, 4.0402], [4.5169, 3.0057, 2.7955], [8.3474, 4.4021, 6.4311], [8.6323, 3.0237, 5.3259], [8.6320, 4.6805, 4.6890], [4.8383, 1.9835, 2.6134], [4.8487, 3.6421, 1.9774], [3.4368, 3.0446, 2.8968], [3.9871, -4.6285, -9.0685], [3.3402, -3.8334, -8.0669], [4.0390, -2.7697, -7.6755], [5.1253, -2.4500, -8.0879], [3.3365, -2.1192, -6.7492], [3.9839, -0.9425, -6.2515], [3.2990, -5.4419, -9.2748], [4.1656, -4.0390, -9.9659], [4.9351, -5.0122, -8.6961], [4.1501, -0.2221, -7.0498], [4.9355, -1.2021, -5.7891], [3.3047, -0.5303, -5.5112]],
  "mulliken_charge": [-1.370, 1.163, -1.283, -1.101, 0.576, -0.709, 0.239, -0.068, -0.171, 0.295, -0.846, 0.643, -1.053, -0.234, -0.212, 0.343, 0.349, 0.240, 0.222, 0.250, 0.110, 0.486, 0.184, 0.382, 0.338, 0.383, 0.103, 0.407, 0.366, -0.016, -0.626, -0.341, 0.822, -0.563, -0.369, -0.658, 0.303, 0.271, 0.289, 0.298, 0.335, 0.222, -0.645, -0.440, 1.018, -0.591, -0.400, -0.230, 0.280, 0.287, 0.283, -0.009, 0.240, 0.245, -0.492, -0.257, 0.785, -0.549, -0.327, -0.628, -0.125, 0.435, 0.318, 0.306, 0.287, 0.219, -0.570, -0.319, 0.793, -0.542, -0.321, -0.625, 0.171, 0.253, 0.357, 0.294, 0.295, 0.213, -0.588, -0.320, 0.756, -0.571, -0.182, -0.574, 0.223, 0.267, 0.292, 0.282, 0.325, 0.100, -0.655, -0.313, 0.787, -0.561, -0.324, -0.379, 0.209, 0.308, 0.300, -0.010, 0.374, 0.251, -0.620, -0.337, 0.780, -0.557, -0.349, -0.478, 0.215, 0.294, 0.296, 0.341, 0.218, 0.189],
  "smiles": "CC(C)CB1OB(I)OB(C[C@H](C)Cl)O1.COC(=O)OC.COC(=O)OC.COC(=O)OC.COC(=O)OC.COC(=O)OC.COC(=O)OC.COC(=O)OC",
  "e_homo_ev": -10.14,
  "energy_ev": -101762.0577,
  "total_charge": 0,
  "gap_ev": 10.3071
}